{
  "formula": "C13H76Br2NO28",
  "method": "wB97M-V/def2-TZVPD",
  "species": ["Br", "Br", "O", "O", "O", "O", "O", "O", "O", "O", "O", "O", "O", "O", "O", "O", "O", "O", "O", "O", "O", "O", "O", "O", "O", "O", "O", "O", "O", "O", "N", "C", "C", "C", "C", "C", "C", "C", "C", "C", "C", "C", "C", "C", "H", "H", "H", "H", "H", "H", "H", "H", "H", "H", "H", "H", "H", "H", "H", "H", "H", "H", "H", "H", "H", "H", "H", "H", "H", "H", "H", "H", "H", "H", "H", "H", "H", "H", "H", "H", "H", "H", "H", "H", "H", "H", "H", "H", "H", "H", "H", "H", "H", "H", "H", "H", "H", "H", "H", "H", "H", "H", "H", "H", "H", "H", "H", "H", "H", "H", "H", "H", "H", "H", "H", "H", "H", "H", "H", "H"],
  "coordinates": [[2.7341, 1.6325, -1.7788], [5.6594, -0.0696, -1.7574], [3.2498, 5.5183, -2.1468], [-5.5486, -0.0820, -5.8306], [-4.7846, -6.4280, -2.8998], [4.1839, 5.6986, 0.2694], [-9.1110, -5.2462, 0.4021], [-1.4150, -4.4789, -5.7053], [5.4914, -4.2835, -1.5008], [-4.1086, -4.6347, 1.5346], [0.6375, 4.2142, -2.2130], [-0.1855, 7.1975, 2.6828], [3.2542, 1.2224, 5.0710], [0.4782, 4.6490, 2.7632], [-3.0458, -1.5707, -4.7670], [-4.2385, -2.9475, -2.2069], [2.2040, 8.5343, 3.0161], [-1.7216, -4.5609, -2.6446], [-4.2495, 1.3248, -2.0619], [-6.8132, -5.1349, 2.7147], [7.0585, 0.4133, 2.5259], [1.7466, 5.0908, -5.0270], [-1.6456, 5.1544, -0.1376], [7.6943, 3.1966, -1.3345], [-6.5891, -1.9096, 0.0234], [0.1585, -6.0668, -4.0106], [6.0226, 7.3734, 1.8486], [2.2312, -4.1077, 3.1177], [-2.3947, -1.2246, 1.9180], [0.7706, -2.0106, 4.9953], [-1.1194, -0.9087, 1.6346], [-1.1517, -2.0445, -0.7734], [2.2592, 0.1984, 2.2342], [-2.1898, 1.0389, 0.1994], [4.6510, -1.6761, 0.7239], [-0.9454, 0.5257, 1.1933], [4.2473, -0.5183, -0.3592], [-1.0928, 1.4889, 2.5530], [-0.4558, -1.9026, 0.7097], [2.9107, 0.2033, -0.3564], [1.1615, -1.7012, 0.5496], [0.4322, 0.8252, 0.3400], [-0.6549, -3.3964, 1.4366], [1.6992, -0.1644, 0.7372], [-0.0302, -4.2219, 0.8446], [0.8206, 5.4295, 3.2241], [3.5966, 2.0029, 5.5319], [5.5888, -4.8205, -0.7002], [-5.8388, -1.7256, -0.5614], [-1.3549, -4.5636, -3.5415], [6.9428, 0.4456, 1.5645], [1.1606, 3.4010, -2.1510], [-6.0926, 0.6348, -5.4714], [2.1650, 9.4439, 3.3476], [-6.0263, -0.3627, -6.6255], [-6.5915, -5.9871, 3.1191], [-4.6872, -6.9649, -2.0992], [-0.3188, 2.3782, 2.5530], [1.6579, -4.8270, 2.8129], [-1.2429, 4.3796, 0.2823], [-1.7884, -3.6831, 1.2701], [-0.8410, -1.1154, -1.4478], [-0.3074, 7.0740, 1.7296], [1.2344, 4.8443, -2.6438], [6.9279, 3.7853, -1.2640], [-3.7153, -3.7606, -2.1449], [0.1155, 0.7358, -0.8075], [-4.8228, 0.6056, -2.3667], [-8.3520, -5.1132, 0.9896], [2.4818, 1.5548, 4.5896], [2.8222, -0.7779, 2.6266], [0.9011, 5.5615, -5.0759], [-4.1476, -3.7250, 1.8661], [-4.8651, 2.0448, -1.8585], [5.4524, -3.3739, -1.1693], [-1.2789, 5.1517, -1.0345], [5.6044, -2.2891, 0.3589], [-2.1933, 1.8773, 2.6343], [-6.0628, -4.9509, 2.1300], [3.8088, -2.4435, 0.9844], [1.0313, -6.4711, -3.8932], [-2.3415, -1.9869, -0.7093], [-0.2942, 4.9815, 2.2818], [1.4394, 0.4340, 3.0340], [5.0534, 5.9564, 0.6103], [-3.8182, -1.2383, -5.2483], [3.3103, 6.3489, -1.6514], [-2.7034, -0.7902, -4.3061], [3.0797, 1.0488, 2.1458], [5.1771, 7.8441, 1.7996], [0.8025, 1.9267, 0.6084], [-1.9112, -5.0768, -6.2842], [-2.0203, 2.2139, 0.0793], [2.3014, 7.9973, 3.8167], [1.2089, -1.6249, 5.7687], [1.6155, -3.3878, 3.3211], [2.1849, 5.4765, -4.2536], [-4.8236, -5.5183, -2.5683], [-1.3189, -5.3356, -2.2247], [-9.8765, -5.1981, 0.9942], [-6.3674, -2.7618, 0.4277], [7.9313, 0.0090, 2.6433], [-4.0112, -5.1717, 2.3352], [7.3104, 2.3406, -1.5769], [6.4608, 7.7591, 2.6219], [-0.8733, 0.8010, 3.4757], [1.6648, -2.3973, 1.3786], [1.4647, -2.1762, -0.5020], [-0.7985, -3.0130, -1.3444], [-3.2458, 0.9118, 0.6855], [0.0428, -6.0345, -4.9720], [-3.6416, -2.3173, -2.6377], [-1.9692, -3.6855, -5.6579], [-0.3896, -3.3386, 2.5749], [3.6953, 5.4221, 1.0591], [5.0065, -1.1034, 1.7087], [-2.0974, 0.5956, -0.8823], [-0.0749, -1.5399, 4.9464], [3.6724, 4.8680, -1.5660], [-0.0745, 8.1549, 2.7826]],
  "mulliken_spin": [0.000, 0.000, 0.000, 0.000, 0.000, 0.000, 0.000, 0.000, 0.000, 0.000, 0.000, 0.000, 0.000, 0.000, 0.000, 0.000, 0.000, 0.000, 0.000, 0.000, 0.000, 0.000, 0.000, 0.000, 0.000, 0.000, 0.000, 0.000, 0.574, 0.001, 0.338, 0.039, 0.002, 0.031, 0.000, -0.002, 0.000, 0.015, -0.002, -0.001, 0.032, 0.001, 0.005, -0.008, 0.000, 0.000, 0.000, 0.000, 0.000, 0.000, 0.000, 0.000, 0.000, 0.000, 0.000, 0.000, 0.000, -0.002, 0.000, 0.000, 0.004, 0.000, 0.000, 0.000, 0.000, 0.000, 0.000, 0.000, 0.000, 0.000, -0.003, 0.000, 0.000, 0.000, 0.000, 0.000, 0.000, -0.002, 0.000, 0.000, 0.000, -0.012, 0.000, 0.001, 0.000, 0.000, 0.000, 0.000, 0.000, 0.000, 0.001, 0.000, 0.000, 0.000, 0.000, 0.001, 0.000, 0.000, 0.000, 0.000, 0.000, 0.000, 0.000, 0.000, 0.000, 0.000, -0.001, -0.002, 0.001, -0.002, 0.000, 0.000, 0.000, -0.005, 0.000, 0.000, -0.004, -0.001, 0.000, 0.000],
  "molar_mass_g_mol": 854.54,
  "multiplicity": 2,
  "e_homo_ev": [-8.82, -8.98],
  "total_charge": 0,
  "largest_force_ev_per_a": 5.3,
  "gap_ev": [8.51, 8.67]
}


{
  "formula": "C13H7Cl8IN2O2SiTi",
  "method": "wB97M-V/def2-TZVPD",
  "species": ["I", "Ti", "Cl", "Cl", "Cl", "Cl", "Cl", "Cl", "Cl", "Cl", "Si", "O", "O", "N", "N", "C", "C", "C", "C", "C", "C", "C", "C", "C", "C", "C", "C", "C", "H", "H", "H", "H", "H", "H", "H"],
  "coordinates": [[-0.6735, 3.5057, 1.5795], [0.2628, 0.3623, 1.5387], [1.4270, -4.9892, 0.3332], [0.6619, -1.7999, 4.6215], [-0.4322, -2.5149, 0.7159], [3.8395, 0.6325, 1.4753], [1.5434, 1.3457, 5.1395], [-1.6688, 0.5552, 5.1169], [4.5232, -4.6109, 0.4547], [5.7258, -1.7936, 0.9987], [0.1243, 0.1663, 4.1917], [-1.7500, 0.2034, 1.4955], [-0.3279, 0.6141, -0.3643], [-1.6257, 0.6067, -0.5680], [-2.3991, 0.3707, 0.4034], [4.0244, -1.9981, 0.9060], [-3.9049, 1.5757, -3.3029], [1.0585, 2.2551, 1.5224], [2.1017, -3.4364, 0.5952], [-1.7651, 0.9785, -4.2269], [3.4851, -3.2625, 0.6601], [-3.4377, 1.3207, -2.0247], [-3.0729, 1.4060, -4.4011], [-2.1292, 0.8846, -1.8776], [-1.2791, 0.7126, -2.9566], [1.7872, -1.0419, 1.0039], [1.2980, -2.3125, 0.7399], [3.1680, -0.9157, 1.0911], [-1.1166, 0.8500, -5.0826], [-4.9213, 1.9187, -3.4388], [1.6517, 2.4824, 2.4054], [-0.2639, 0.3818, -2.7944], [-4.0667, 1.4607, -1.1579], [1.5966, 2.4720, 0.6025], [-3.4447, 1.6142, -5.3952]],
  "nbo_charge": [0.189, 1.562, 0.072, -0.370, 0.073, 0.068, -0.374, -0.355, 0.077, 0.070, 0.775, -0.540, -0.611, 0.172, 0.217, -0.097, -0.195, -1.021, -0.134, -0.194, -0.056, -0.223, -0.192, 0.159, -0.224, -0.552, 0.067, -0.024, 0.225, 0.225, 0.253, 0.245, 0.244, 0.249, 0.223],
  "molar_mass_g_mol": 709.69,
  "multiplicity": 1,
  "e_homo_ev": -9.18,
  "total_charge": 0,
  "largest_force_ev_per_a": 0.7,
  "gap_ev": 7.74,
  "e_above_lowest_kcal_mol": 58.0
}


{
  "formula": "C13H8F3MoNO2SSbSe4",
  "method": "wB97M-V/def2-TZVPD",
  "species": ["Sb", "Mo", "Se", "Se", "Se", "Se", "S", "F", "F", "F", "O", "O", "N", "C", "C", "C", "C", "C", "C", "C", "C", "C", "C", "C", "C", "C", "H", "H", "H", "H", "H", "H", "H", "H"],
  "coordinates": [[4.2867, -0.7665, 1.9691], [1.0275, 0.1599, 0.6941], [4.6047, -1.1516, 4.2918], [2.8390, 1.3377, 1.5713], [6.0280, -0.9730, 0.3707], [2.0831, -1.9059, 1.1231], [-0.7148, -0.0558, 2.3423], [-2.8530, 3.2014, 4.4351], [-4.2691, 2.2767, 3.0800], [-2.7735, 1.0616, 4.0803], [1.3451, 0.3858, -3.3777], [0.8791, 0.2705, -1.2084], [-0.3472, 1.9354, 0.7967], [0.6410, -3.7688, -3.7273], [-1.3523, 4.0672, 0.6306], [-0.2108, -4.3497, -2.7959], [0.5237, -1.6854, -2.5331], [-2.1531, 3.7405, 1.7092], [-0.4314, 3.1180, 0.2100], [-0.7014, -3.5975, -1.7393], [-2.0471, 2.5038, 2.3339], [0.9996, -2.4367, -3.6016], [-2.9749, 2.2416, 3.4889], [0.9478, -0.2513, -2.4379], [-0.3286, -2.2683, -1.6039], [-1.1224, 1.5845, 1.8399], [-0.4880, -5.3918, -2.8933], [1.6578, -1.9656, -4.3190], [-1.4232, 5.0235, 0.1351], [1.0295, -4.3569, -4.5487], [-1.3641, -4.0451, -1.0102], [-2.8789, 4.4549, 2.0790], [-0.7130, -1.6876, -0.7748], [0.2540, 3.2945, -0.6100]],
  "nbo_charge": [1.023, 0.571, -0.706, -0.223, -0.702, -0.230, -0.013, -0.327, -0.332, -0.303, -0.573, -0.722, -0.511, -0.218, -0.283, -0.201, -0.097, -0.104, 0.104, -0.204, -0.228, -0.185, 0.984, 0.791, -0.196, 0.126, 0.208, 0.234, 0.227, 0.210, 0.213, 0.227, 0.212, 0.225],
  "molar_mass_g_mol": 832.81,
  "multiplicity": 1,
  "e_homo_ev": [-4.60, -4.62],
  "total_charge": -1,
  "largest_force_ev_per_a": 0.8,
  "gap_ev": [5.95, 6.06],
  "e_above_lowest_kcal_mol": 1.5
}


{
  "formula": "C13H8F6O11Re",
  "method": "wB97M-V/def2-TZVPD",
  "species": ["Re", "F", "F", "F", "F", "F", "F", "O", "O", "O", "O", "O", "O", "O", "O", "O", "O", "O", "C", "C", "C", "C", "C", "C", "C", "C", "C", "C", "C", "C", "C", "H", "H", "H", "H", "H", "H", "H", "H"],
  "coordinates": [[0.0587, -0.0803, -0.5929], [2.8724, -3.4254, -2.9549], [2.5829, -1.3772, -2.3327], [-0.5955, -4.5535, -0.8937], [3.1631, -2.8735, -0.8878], [1.2882, -5.2720, -1.6730], [1.2120, -4.2743, 0.2450], [0.5397, -1.5626, 3.3197], [2.2707, -0.3118, 0.4559], [0.4643, -1.9658, -0.7868], [0.5685, 1.7315, 0.0656], [-0.2060, -0.5830, 1.4741], [0.2445, 0.3670, -2.5053], [-0.4632, 1.5722, -5.2453], [1.8756, 3.1237, 1.2107], [-3.1592, 2.7765, -4.9173], [-1.7251, 0.7047, -0.8133], [-4.0604, 2.2117, -2.1471], [2.1418, -1.0569, 1.6415], [0.7066, -4.2735, -1.0004], [-3.0031, 1.9145, -2.6296], [0.1327, -2.8729, -3.0128], [-0.8334, 1.0234, -2.9207], [0.9037, -2.9118, -1.6999], [2.7930, 1.0199, 0.5810], [0.7179, -1.0396, 2.1359], [-1.1261, 1.5843, -4.2448], [1.6801, 2.0689, 0.6697], [-1.8665, 1.2012, -2.0365], [2.4023, -2.6516, -1.9725], [-2.5383, 2.2005, -4.0798], [3.3646, 1.2037, -0.3290], [-0.4068, -1.5444, 3.5455], [-0.9318, -2.9124, -2.7910], [3.4575, 1.0990, 1.4403], [2.7920, -0.6871, 2.4384], [0.3542, -1.9434, -3.5351], [0.3977, -3.7163, -3.6477], [2.4079, -2.0959, 1.4346]],
  "nbo_charge": [1.991, -0.309, -0.312, -0.313, -0.326, -0.312, -0.325, -0.612, -0.528, -0.785, -0.723, -0.606, -0.663, -0.477, -0.559, -0.429, -0.628, -0.470, -0.186, 0.965, 0.407, -0.651, 0.183, 0.110, -0.193, 0.833, 0.405, 0.749, 0.191, 0.962, 0.404, 0.237, 0.522, 0.238, 0.212, 0.235, 0.252, 0.242, 0.268],
  "molar_mass_g_mol": 640.39,
  "multiplicity": 4,
  "e_homo_ev": [-8.61, -9.09],
  "total_charge": 0,
  "largest_force_ev_per_a": 0.9,
  "gap_ev": [8.06, 7.42]
}